The following is a DFT calculation (ωB97M-V/def2-TZVPD) of a structure of composition C29H37Cl2IInN4O3S in a non-equilibrium geometry.

Each line ends with the Mulliken charge.
Element x y z (Å)
1 I -0.32948 4.70628 -0.55211  -0.108
2 In 1.65609 0.57123 -1.45341  0.572
3 Cl 2.28613 2.68037 1.30223  -0.186
4 Cl 4.77496 1.87034 -2.09616  -0.386
5 S 1.29379 -1.97095 3.40192  1.300
6 O 1.34647 -3.35902 3.09586  -0.679
7 O -0.15845 -1.66788 4.02962  -0.276
8 O 2.25619 -1.60439 4.37852  -0.686
9 N -1.75616 0.62746 -4.87451  -0.266
10 N 5.48261 -2.64988 -5.28301  -0.588
11 N -3.52317 -0.05275 8.07333  -0.581
12 N -3.27445 -1.91305 2.42201  -0.463
13 C -1.73015 1.83456 7.07897  -0.474
14 C -4.49690 -0.57568 3.99553  -0.621
15 C -1.42883 -0.51859 -4.28018  0.241
16 C 5.25881 -1.80787 -4.27136  -0.477
17 C -0.23471 2.99718 -1.89955  -0.020
18 C 4.72863 3.55077 0.33303  -1.376
19 C -1.76577 -1.76758 -4.78126  -0.878
20 C -4.15673 -2.89008 2.62942  -0.291
21 C -2.63851 -0.36284 7.12536  -0.322
22 C -1.41880 3.14107 -2.85878  -1.130
23 C 4.53200 -0.63241 -4.38835  0.456
24 C 3.40086 1.88519 -0.94424  -0.445
25 C 4.96908 -2.32064 -6.46677  -0.212
26 C -3.45941 -0.77922 3.10255  0.006
27 C 2.39428 -1.48299 0.88758  -0.436
28 C 1.74366 -1.44620 -0.50606  -1.431
29 C -5.23247 -2.78683 3.49809  -0.396
30 C -2.64294 2.17857 8.06382  -0.247
31 C -0.29382 1.66382 -1.10974  -1.128
32 C -2.83536 -0.64594 -6.59505  -0.586
33 C 3.54586 2.66081 0.08524  0.857
34 C -3.51147 1.20124 8.52457  -0.322
35 C 1.49238 -0.90203 1.97816  -0.485
36 C -2.44545 0.54925 -6.01128  -0.259
37 C -1.72412 0.53663 6.59725  -0.146
38 C -5.40211 -1.60288 4.19665  -0.193
39 C 4.23061 -1.16929 -6.69344  -0.431
40 C 4.00916 -0.31030 -5.62840  -0.378
41 C -2.48499 -1.82847 -5.96266  -0.141
42 H -1.02774 0.22446 5.82964  0.484
43 H 5.68955 -2.09992 -3.31940  0.388
44 H 0.66724 3.02015 -2.50687  0.336
45 H 3.83843 -0.95287 -7.67871  0.356
46 H -2.76827 -2.78433 -6.38644  0.377
47 H -2.72844 0.00094 2.91361  0.499
48 H -6.22680 -1.48291 4.88797  0.388
49 H 5.16370 -3.02361 -7.27119  0.335
50 H -3.98329 -3.80003 2.06533  0.354
51 H 2.24149 -2.16732 -1.15262  0.456
52 H 1.95081 0.00621 2.36424  0.111
53 H -5.91715 -3.61443 3.62428  0.363
54 H 0.70665 -1.77795 -0.38746  0.352
55 H -2.68067 3.18187 8.46655  0.363
56 H -2.69385 1.50040 -6.47206  0.387
57 H -2.67177 -1.38908 6.77551  0.478
58 H -1.32752 2.39673 -3.65708  0.200
59 H -1.03322 2.56787 6.69277  0.409
60 H -4.59058 0.36507 4.52098  0.392
61 H -1.06332 1.05550 -1.59197  0.318
62 H -1.47015 -2.66635 -4.25755  0.383
63 H -2.36271 3.02499 -2.32628  0.365
64 H 4.37836 0.01536 -3.53231  0.123
65 H 5.58702 2.97704 0.68258  0.283
66 H -0.50842 1.80551 -0.05451  0.559
67 H -4.24016 1.42519 9.29702  0.352
68 H -0.86595 -0.42085 -3.35759  0.169
69 H -0.80705 -1.64772 3.30056  0.220
70 H -1.39460 4.15443 -3.26452  0.490
71 H 4.99505 4.10810 -0.55931  0.373
72 H 2.57343 -2.53427 1.13848  0.525
73 H 0.51314 -0.60730 1.59139  0.355
74 H 3.37992 -1.02145 0.89902  0.241
75 H 1.71491 0.32867 -3.23943  -0.343
76 H -3.39698 -0.64960 -7.51983  0.362
77 H 3.43495 0.59822 -5.76086  0.428
78 H 4.46667 4.27630 1.10267  0.380

Calculated values
Frontier orbital gap = 0.2715 hartree
Total charge = -1
LUMO level = 2.1 eV
Energy relative to the best compared isomer or geometry (same formula, charge and spin) = 76.9 kJ/mol
HOMO level = -5.2 eV
Strongest force on any atom = 2.32 eV Å⁻¹